The following is a quantum chemistry calculation of a structure of composition C19H16Cl2N4O4PtS, from the Open Molecules 2025 dataset.

Last column: natural (NBO) charge in e.
Atoms and positions in Å:
H 1.26339 -2.14967 2.23810  0.418
C 4.54565 -2.49549 0.20020  -0.228
C -1.99136 2.01339 -1.17023  0.697
C 3.34119 -2.38609 0.86314  -0.067
O 0.94265 -0.89071 -0.86600  -0.573
H -3.47363 2.50782 -2.64940  0.227
S 2.55739 1.56915 -0.94265  0.017
C 1.13660 -0.23547 2.99149  0.339
N 0.70309 0.83933 2.25192  -0.635
O -1.22941 1.04907 -0.89825  -0.690
C 0.23791 0.73469 5.00911  -0.257
Cl 3.77445 1.12617 2.76181  0.022
H -3.13050 0.76771 -2.46358  0.246
C 3.96929 -0.27394 1.75317  0.007
C 5.47073 -1.46988 0.28869  -0.248
C 0.91022 -0.33167 4.32139  -0.291
H 3.38965 -3.23741 -3.64243  0.236
O 0.25750 3.11064 0.88162  -0.820
O -0.59139 4.17298 2.65455  -0.646
H -0.96261 3.44818 -0.14466  0.463
C 2.87734 0.06439 -1.74008  -0.004
C -0.06305 1.87474 4.30313  -0.173
C -3.24514 1.71251 -1.94132  -0.702
N -1.75255 3.25500 -0.80347  -0.770
H 5.08248 -1.38865 -3.86830  0.230
C 2.98650 -1.27643 1.65619  0.105
Pt 0.66218 1.06591 0.20442  1.364
H 1.42025 -2.85451 -2.13021  0.247
Cl 2.21236 -3.70818 0.72165  -0.010
H -2.42829 3.96784 -1.01669  0.398
H 1.29217 -1.19328 4.85078  0.218
H -0.50747 2.74364 4.77024  0.241
H 4.74643 -3.38686 -0.37813  0.229
C 0.21009 1.96641 2.94559  -0.031
H 6.41823 -1.53676 -0.22761  0.221
H -4.07549 1.62616 -1.23911  0.246
C 2.19043 -2.12110 -2.30799  0.029
N 1.76617 -1.27994 2.28130  -0.617
H 5.88034 0.44097 1.17934  0.231
N 2.00616 -0.96288 -1.62994  0.033
C 3.27666 -2.29988 -3.11819  -0.241
C 4.00561 -0.10336 -2.54984  -0.211
H 4.69994 0.72216 -2.61647  0.241
H 0.03440 0.65991 6.06720  0.210
C -0.07195 3.17836 2.16832  0.715
C 4.21034 -1.27137 -3.24028  -0.178
C 5.17161 -0.36831 1.06866  -0.239

Values from the calculation:
**⟨S²⟩**: 6.037
**HOMO energy (spin up / spin down)**: -5.038 / -8.051 eV
**Frontier orbital gap (spin up / spin down)**: 4.98 / 5.93 eV
**Spin multiplicity**: 5
**Relative energy (zero: lowest compared OMol25 entry of this formula, charge and spin)**: 0.2832 eV


The following is a quantum chemistry calculation of a structure of composition C24H56AsF6N2O12S6 in a non-equilibrium geometry, from the Open Molecules 2025 dataset.

Last column: Mulliken charge in e.
Atoms and positions in Å:
H -0.32910 6.22063 -1.39893  0.281
H -0.69263 0.53780 -2.85132  -0.759
H -2.92398 5.15425 -2.58314  0.375
C -3.90185 -4.97662 5.56376  -0.588
H 1.27926 -3.29385 -2.06946  -0.464
H 2.99058 3.96033 3.88316  0.323
H -2.31395 -6.02963 4.43309  0.374
H 1.92343 1.89985 2.08844  0.543
O -1.15302 3.48735 2.36472  -0.715
F -2.28499 -1.82308 0.82662  -0.744
H 2.66382 5.49608 3.34529  0.434
C -1.81131 -0.04654 -5.69456  -0.850
S -1.31991 3.48911 -2.43935  1.424
C 5.18249 0.46517 -0.75343  -0.874
H -2.95803 1.75959 4.29431  0.402
O -3.43271 -1.78431 3.64949  -0.620
C -3.26185 -4.42599 3.28617  -0.441
S 3.24419 -5.17315 0.31215  1.041
C 1.96552 -4.07328 -1.73916  -0.091
H 5.27811 -0.10624 -2.83861  0.299
H 5.79552 1.19393 -0.21472  0.355
O -0.13627 3.33081 -3.23775  -0.702
H 1.92701 -4.86972 -2.48616  0.424
O 3.71099 2.96397 -2.24741  -0.702
C -0.36177 0.25900 -6.04205  -0.678
H 3.76045 -2.93110 -2.50425  0.537
H 1.24407 -3.98585 0.41699  -0.161
C 2.71584 0.65747 -1.36438  0.601
C -0.86041 3.55881 -0.69267  0.109
C -0.27333 -0.22518 -3.50021  1.333
H -1.90419 -4.48400 5.00143  0.292
C 3.73988 0.55714 -0.19573  -0.188
H -3.39631 -0.18296 -1.57635  0.257
H -3.39660 -2.95622 6.00369  0.353
C -1.56482 4.80333 -0.15692  -0.490
O 3.28370 -6.60475 0.51724  -0.679
C 2.24910 4.02789 1.77229  -0.393
H 0.07812 -0.40986 -6.77276  0.345
C 5.22280 0.80543 -2.23709  -0.699
H 3.53509 -0.27176 0.47190  0.509
H -2.18012 0.87678 3.02375  -0.038
H -4.74468 -5.62254 5.32456  0.321
C -4.25333 -3.49381 5.59093  -0.734
H 0.84731 1.30419 -4.44483  0.325
C 3.37917 -3.49134 -1.65502  -0.169
H 0.95024 -5.46182 -0.22526  0.544
H 6.12988 1.33244 -2.52853  0.485
H -2.39628 0.87161 -5.59376  0.358
C 1.40316 2.76991 1.68908  0.452
C -1.34881 5.88725 -1.22154  -0.694
H 4.10255 -5.44012 -1.95300  0.403
C -2.74243 -5.03546 4.56735  -0.658
H -2.63547 4.61810 -0.06272  0.330
H -3.20680 -0.96650 -0.10007  0.115
N -3.91716 -0.62929 -0.80751  -0.159
N -2.81198 0.86259 3.83342  -0.085
H 3.68574 1.56160 0.22551  -0.166
F 0.93953 -0.46651 0.56165  -0.437
O -2.44896 2.60838 -2.57229  -0.767
H -2.42611 -0.52358 -6.46267  0.504
H 2.50752 -0.31904 -1.79458  -0.257
H 1.78574 4.85318 1.22861  0.249
H 3.26695 3.86070 1.43092  0.402
H 0.25086 -1.00840 -2.95891  -0.461
H 1.41090 -0.21548 -4.87597  0.284
H -3.97600 -5.05407 2.74869  0.383
C 1.63947 -4.62781 -0.37278  -0.239
H 0.21303 3.76604 -0.73371  0.123
S -4.24449 -2.98099 3.81517  0.969
H -5.12526 -3.19735 6.16831  0.422
H -1.42572 5.60750 -3.46033  0.456
H 1.86967 1.32468 -1.23514  -0.288
O 3.26652 1.13018 -3.95287  -0.686
F -1.18237 -0.00726 -0.47724  -0.431
F -0.11895 -2.30261 -0.42530  -0.579
H 5.71433 -0.45387 -0.50466  0.291
S -1.77880 -1.02285 -4.18798  1.097
H -4.44696 -1.39054 -1.23460  0.390
C 2.26427 4.48051 3.25197  -0.823
O -1.45769 -2.38890 -4.53570  -0.687
H 0.19373 5.18688 3.35636  0.375
H -2.50259 0.15758 4.50223  0.345
H 3.32700 -2.79177 -0.80626  0.014
C 0.47250 0.32595 -4.74554  -0.474
H 5.24911 -4.51445 -0.93572  0.447
H -3.51121 -5.26504 6.54093  0.320
H -3.73020 0.59766 3.47107  0.386
C 0.86833 4.43651 3.78393  -0.861
O 0.14194 1.89256 3.87016  -0.724
H -2.53841 -4.12515 2.52860  0.191
H -0.39787 1.28129 -6.41934  0.267
O 3.62701 -4.26516 1.37680  -0.618
O -5.56576 -2.98416 3.24689  -0.686
F -0.09229 -2.22256 1.95548  -0.516
H -1.01491 2.56685 -0.27293  -0.046
H 0.60317 4.38946 4.83607  0.464
H -1.13858 5.10907 0.79627  0.120
O -2.91527 -0.65814 -3.35414  -0.791
S 0.08510 3.00412 2.93501  1.296
H -2.03200 6.71522 -1.03848  0.419
C -1.83742 5.23243 -2.52665  -0.903
H 0.89148 2.52674 0.76077  -1.127
C 4.20247 -4.67986 -1.17564  -0.993
F -1.02394 0.05227 1.99079  -0.292
S 3.66953 1.57216 -2.64186  1.222
H -4.65341 0.00078 -0.49535  0.409
As -0.64886 -1.13054 0.74321  2.433

Values from the calculation:
**HOMO energy**: -11.494 eV
**Frontier orbital gap**: 8.64 eV
**Total charge**: +1